{
  "formula": "C5H10O",
  "method": "ωB97M-V/def2-TZVPD",
  "orbital_gap_ev": [6.6, 8.3],
  "de_lowest_kcal_mol": 104.7,
  "e_tot_ev": -7390.2256,
  "lumo_ev": [-1.101, -0.077],
  "symbols": ["C", "C", "C", "C", "C", "O", "H", "H", "H", "H", "H", "H", "H", "H", "H", "H"],
  "coordinates": [[2.0338, -0.0215, -1.4865], [0.5974, 0.2465, -0.9576], [0.4346, -0.4151, 0.3695], [-1.8920, 0.6891, 0.9358], [-1.9748, -0.4822, 1.6953], [-1.2653, -1.5173, 1.5369], [2.1595, 0.4531, -2.4703], [2.7903, 0.3911, -0.8059], [2.2199, -1.0984, -1.5975], [0.4135, 1.3257, -0.8863], [-0.1149, -0.1671, -1.6883], [0.6130, -1.4845, 0.3946], [0.6886, 0.1333, 1.2713], [-1.7533, 0.5648, -0.1354], [-2.3877, 1.6076, 1.2559], [-2.7454, -0.5290, 2.4950]],
  "mulliken_charge": [-1.277, -0.127, -0.698, -0.824, 0.263, -0.552, 0.348, 0.342, 0.357, 0.335, 0.290, 0.300, 0.404, 0.235, 0.280, 0.325]
}

{
  "formula": "C21H20N4O5",
  "method": "ωB97M-V/def2-TZVPD",
  "smiles": "COC(=O)c1ccc(-c2ccc(C(c3c(C)[nH][nH]c3=O)c3c(C)[nH][nH]c3=O)o2)cc1",
  "orbital_gap_ev": 8.0,
  "de_lowest_kcal_mol": 60.2,
  "e_tot_ev": -38299.1374,
  "lumo_ev": 0.271,
  "symbols": ["C", "O", "C", "O", "C", "C", "C", "C", "C", "C", "C", "C", "C", "C", "C", "C", "N", "N", "C", "O", "C", "C", "C", "N", "N", "C", "O", "O", "C", "C", "H", "H", "H", "H", "H", "H", "H", "H", "H", "H", "H", "H", "H", "H", "H", "H", "H", "H", "H", "H"],
  "coordinates": [[8.2891, -1.4927, -0.9586], [6.9146, -1.1794, -0.8095], [6.6460, -0.0244, -0.1722], [7.5128, 0.7024, 0.2528], [5.1982, 0.2427, -0.0618], [4.7862, 1.4259, 0.5531], [3.4479, 1.7253, 0.6689], [2.4808, 0.8451, 0.1712], [1.0730, 1.1517, 0.2689], [0.4026, 2.2382, 0.7799], [-0.9716, 1.9948, 0.5838], [-1.0616, 0.7760, -0.0283], [-2.2064, -0.0502, -0.5168], [-2.4570, -1.2582, 0.3462], [-2.3742, -1.4182, 1.6941], [-1.9506, -0.4697, 2.7517], [-2.8486, -2.6644, 2.0324], [-3.0665, -3.3577, 0.8463], [-2.9786, -2.4845, -0.2247], [-3.2886, -2.7622, -1.3712], [-3.4976, 0.7011, -0.6646], [-4.2846, 0.6826, -1.7762], [-4.0731, -0.0219, -3.0649], [-5.3934, 1.4680, -1.5747], [-5.3941, 1.8093, -0.2283], [-4.1958, 1.4488, 0.3642], [-3.9066, 1.7373, 1.5135], [0.1705, 0.2654, -0.2238], [2.8999, -0.3438, -0.4372], [4.2393, -0.6419, -0.5541], [8.7667, -1.5852, 0.0193], [8.7988, -0.7083, -1.5226], [8.3302, -2.4374, -1.4951], [5.5418, 2.0982, 0.9309], [3.1403, 2.6437, 1.1433], [0.8326, 3.1056, 1.2371], [-1.7834, 2.6238, 0.8805], [-1.9346, -0.4416, -1.5050], [-2.1541, -0.8814, 3.7369], [-2.4989, 0.4644, 2.6277], [-0.8874, -0.2496, 2.6696], [-2.4455, -3.1846, 2.8012], [-3.6744, -4.1626, 0.8574], [-3.8760, -1.0763, -2.8660], [-3.2136, 0.3901, -3.5912], [-4.9484, 0.0688, -3.7026], [-6.2854, 1.2187, -1.9837], [-5.9761, 2.5659, 0.0953], [2.1548, -1.0250, -0.8191], [4.5561, -1.5579, -1.0277]],
  "mulliken_charge": [-0.660, -0.296, 0.543, -0.623, 0.389, -0.781, -0.640, 0.827, 0.489, -1.169, -0.196, -0.928, 2.215, 0.008, 0.569, -1.014, -0.244, -0.206, -0.680, -0.705, 0.267, 0.120, -1.231, -0.285, -0.202, -0.152, -0.710, -0.345, -0.822, -0.691, 0.291, 0.290, 0.231, 0.450, 0.359, 0.526, 0.544, 0.689, 0.427, 0.164, 0.198, 0.258, 0.272, 0.301, 0.283, 0.393, 0.252, 0.292, 0.487, 0.447]
}

{
  "formula": "C9H20O7",
  "method": "ωB97M-V/def2-TZVPD",
  "smiles": "O=C1O[C@H](O)[C@@H](O)O1.CC(C)O.CC(C)O",
  "orbital_gap_ev": 10.0,
  "de_lowest_kcal_mol": 0.0,
  "e_tot_ev": -23989.2804,
  "lumo_ev": 0.093,
  "symbols": ["O", "C", "O", "C", "O", "C", "O", "O", "H", "H", "H", "H", "C", "C", "C", "O", "H", "H", "H", "H", "H", "H", "H", "H", "C", "C", "C", "O", "H", "H", "H", "H", "H", "H", "H", "H"],
  "coordinates": [[0.6497, 0.9083, 2.2952], [-0.3658, 0.9810, 1.6841], [-0.6609, 1.8830, 0.6992], [-2.0057, 2.2649, 0.9489], [-1.9974, 3.4189, 1.7521], [-2.5779, 1.0516, 1.7385], [-3.6359, 0.3603, 1.1705], [-1.4605, 0.1670, 1.8294], [-2.4681, 2.4770, -0.0167], [-2.6918, 3.3717, 2.4214], [-2.8130, 1.3822, 2.7627], [-4.4574, 0.6273, 1.6044], [-0.8415, -0.7334, -1.3296], [-2.3123, -0.7109, -1.7076], [-2.6314, -1.6696, -2.8432], [-2.7146, 0.6229, -2.0425], [-0.2198, -0.4274, -2.1762], [-0.6675, -0.0409, -0.5188], [-0.5263, -1.7289, -1.0124], [-2.9141, -0.9691, -0.8361], [-2.0679, -1.3962, -3.7400], [-3.6927, -1.6333, -3.0895], [-2.3696, -2.6943, -2.5773], [-2.1993, 0.8972, -2.8093], [3.2295, -1.6598, -0.0323], [4.2508, -0.5361, 0.0415], [4.7874, -0.3518, 1.4525], [3.6944, 0.6825, -0.4476], [2.3713, -1.4258, 0.6047], [2.8649, -1.7778, -1.0532], [3.6525, -2.6089, 0.3000], [5.0790, -0.7564, -0.6346], [3.9733, -0.0881, 2.1332], [5.5213, 0.4535, 1.4792], [5.2573, -1.2652, 1.8202], [2.9600, 0.9245, 0.1291]],
  "mulliken_charge": [-0.543, 0.548, -0.332, 0.317, -0.480, -0.242, -0.455, -0.338, 0.281, 0.325, 0.583, 0.307, -1.087, 0.575, -1.553, -0.540, 0.407, 0.104, 0.396, 0.247, 0.387, 0.369, 0.366, 0.354, -1.062, 0.349, -1.161, -0.545, 0.191, 0.281, 0.396, 0.287, 0.252, 0.317, 0.363, 0.337]
}

{
  "formula": "C2H6N6O2S2",
  "method": "ωB97M-V/def2-TZVPD",
  "orbital_gap_ev": [7.4, 7.4],
  "e_tot_ev": -36870.6965,
  "lumo_ev": [-0.488, -0.493],
  "symbols": ["C", "C", "N", "N", "N", "N", "N", "N", "O", "O", "S", "S", "H", "H", "H", "H", "H", "H"],
  "coordinates": [[1.4145, 0.5365, 0.5039], [-1.4096, 1.1786, 0.2079], [0.6550, 1.1825, 1.2131], [-0.5870, 1.4264, 1.2796], [2.6520, 0.2690, 0.3516], [3.3413, -0.4740, -0.4102], [2.7658, -1.2591, -1.3187], [-1.7251, -1.2645, 1.4799], [-2.2397, -1.1479, -0.9624], [0.1155, -1.1133, -0.2115], [-0.7959, 1.9930, -1.2776], [-1.2761, -0.7066, -0.0140], [-1.9852, 2.4093, -1.8459], [-2.3596, 1.4706, 0.4840], [1.7644, -1.2531, -1.3764], [3.3954, -1.5443, -1.9665], [-2.6059, -0.9770, 1.7268], [-1.1197, -0.7262, 2.1362]],
  "mulliken_charge": [0.629, -0.231, 0.299, -0.914, 0.066, -0.573, -0.080, -0.585, -0.655, -0.644, -0.213, 1.091, 0.167, 0.466, 0.333, 0.215, 0.287, 0.342]
}

{
  "formula": "C14H29BN2O7S",
  "method": "ωB97M-V/def2-TZVPD",
  "smiles": "CCCCC[C@]1(B(O)N(C)C)OS(=O)(=O)O[C@@H]1CN.O=C1CCCO1",
  "orbital_gap_ev": 9.4,
  "e_tot_ev": -43812.3283,
  "lumo_ev": 0.326,
  "symbols": ["C", "C", "C", "C", "C", "C", "B", "O", "N", "C", "C", "O", "S", "O", "O", "O", "C", "C", "N", "H", "H", "H", "H", "H", "H", "H", "H", "H", "H", "H", "H", "H", "H", "H", "H", "H", "H", "H", "H", "H", "H", "H", "O", "C", "C", "C", "C", "O", "H", "H", "H", "H", "H", "H"],
  "coordinates": [[-1.7575, -1.8570, 3.8357], [-1.7263, -2.7840, 2.5793], [-1.8971, -2.0040, 1.2254], [-0.6204, -1.0802, 1.0495], [-1.0900, 0.3849, 1.3239], [0.0562, 1.4357, 1.4914], [1.6089, 0.9678, 1.4365], [2.1445, 0.4027, 2.6415], [2.4812, 1.0793, 0.2405], [3.8949, 1.0394, 0.7009], [2.2867, -0.1766, -0.5579], [-0.0902, 1.8012, 2.9237], [-0.2322, 3.4096, 3.1877], [-1.2883, 3.7972, 4.1210], [1.1409, 3.9013, 3.3845], [-0.6658, 3.8224, 1.6475], [-0.0564, 2.8270, 0.7744], [-0.8719, 2.9497, -0.5574], [-0.0863, 2.7859, -1.7780], [-2.6150, -1.1581, 3.8113], [-1.9365, -2.5100, 4.7192], [-0.7991, -1.3433, 4.0421], [-2.5406, -3.5289, 2.7162], [-0.7846, -3.3706, 2.5955], [-2.8243, -1.4076, 1.2679], [-1.9067, -2.7858, 0.4422], [-0.2824, -1.1351, 0.0047], [0.1194, -1.4617, 1.7784], [-1.8371, 0.6520, 0.5507], [-1.6573, 0.3560, 2.2766], [1.8406, -0.5083, 2.6479], [4.1700, 0.0534, 1.1414], [4.0881, 1.8211, 1.4550], [4.5771, 1.1740, -0.1659], [1.5355, -0.0330, -1.3599], [3.2670, -0.4145, -1.0232], [2.0595, -1.0627, 0.0834], [0.9186, 3.3111, 0.5439], [-1.7505, 2.2867, -0.6247], [-1.2692, 3.9859, -0.5766], [0.2155, 1.8288, -1.9062], [0.6772, 3.4437, -1.8364], [-0.3803, -0.2990, -2.1784], [-0.4631, -1.0527, -3.1091], [-0.1685, -0.7280, -4.5515], [-0.8123, -1.8963, -5.2814], [-0.7077, -3.0081, -4.2566], [-0.8056, -2.3534, -2.9800], [0.9140, -0.7026, -4.6936], [-0.6114, 0.2241, -4.8341], [-0.3380, -2.1401, -6.2310], [-1.8628, -1.6715, -5.4787], [0.2506, -3.5312, -4.3058], [-1.5109, -3.7366, -4.3535]],
  "mulliken_charge": [-1.005, -0.600, -0.773, 0.713, -1.444, 0.949, 0.607, -0.529, -0.227, -1.055, -0.426, -0.330, 1.011, -0.585, -0.599, -0.503, 0.820, -1.106, -0.497, 0.253, 0.396, 0.207, 0.431, 0.279, 0.386, 0.295, -0.421, 0.159, 0.241, 0.276, 0.340, 0.316, 0.335, 0.351, -0.275, 0.428, 0.297, 0.219, 0.291, 0.393, 0.154, 0.298, -0.408, 0.355, -0.445, -0.540, -0.471, -0.351, 0.270, 0.324, 0.340, 0.276, 0.276, 0.306]
}

{
  "formula": "C8H17NO2",
  "method": "ωB97M-V/def2-TZVPD",
  "orbital_gap_ev": 8.9,
  "de_lowest_kcal_mol": 186.4,
  "e_tot_ev": -14148.9697,
  "lumo_ev": 0.568,
  "symbols": ["C", "H", "H", "H", "C", "C", "H", "H", "H", "H", "C", "H", "C", "H", "C", "N", "H", "H", "H", "H", "C", "C", "O", "O", "H", "H", "H", "H"],
  "coordinates": [[1.4782, 1.7283, -0.1082], [2.2273, 1.5445, 0.4678], [1.5417, 1.1514, -1.1881], [1.5727, 2.8557, -0.4330], [0.2676, 1.6267, 0.4050], [0.0803, 2.2803, 1.8442], [0.1867, 3.3326, 1.7599], [-0.9011, 2.0785, 2.0611], [0.8543, 1.9460, 2.4097], [-0.6124, 1.7358, -0.2189], [0.1288, -0.2869, 0.7613], [-0.5902, -0.3207, 1.4119], [-0.0698, -0.7798, -0.4472], [0.2143, -0.5757, -1.3169], [0.6907, -2.2616, -0.3524], [2.0900, -2.0989, 0.0688], [2.4177, -1.4691, -0.7936], [2.5737, -2.9292, 0.1572], [0.1858, -2.8706, 0.5306], [0.3960, -3.0481, -1.0217], [-1.5367, -1.2686, -0.6935], [-2.3638, -0.2047, -0.7406], [-3.2104, 0.3473, -0.0942], [-2.1770, 0.3546, -1.9385], [-2.6373, 1.2042, -2.5064], [-1.8038, -1.9315, -1.5333], [-1.9936, -1.6194, 0.3204], [0.9903, -0.5208, 1.1885]],
  "mulliken_charge": [-1.246, 0.422, 0.216, 0.365, 0.489, -1.658, 0.453, 0.466, 0.403, 0.283, -2.034, 0.515, -0.465, 1.490, -1.343, -0.413, 0.243, 0.228, 0.309, 0.461, -0.386, 0.218, -0.625, -0.562, 0.383, 0.405, 0.292, 1.090]
}